Entry from the OMol25 dataset: a structure of composition C40H35BrN3O2PtTe at a distorted geometry (wB97M-V/def2-TZVPD).

Geometry (Å):
Pt1 0.4531 0.5446 -2.0250
C1 -2.7280 -2.0270 3.9699
C2 -1.8516 -1.3711 2.9339
C3 -0.9876 -0.3302 3.2641
C4 -0.1677 0.2885 2.3339
C5 0.6806 1.4474 2.7369
O1 1.7391 1.7291 2.2003
C6 0.2115 2.3073 3.8726
C7 1.1843 2.8727 4.6960
C8 0.8232 3.6765 5.7635
C9 -0.5175 3.9358 6.0136
C10 -1.4909 3.4113 5.1761
C11 -1.1307 2.6038 4.1086
C12 -0.1127 -0.2174 0.9780
O2 0.7507 0.2376 0.1594
C13 -1.0407 -1.2581 0.6275
C14 -1.8826 -1.7850 1.6206
C15 -1.1422 -1.7986 -0.7192
N1 -0.6634 -1.2517 -1.7880
C16 -0.8334 -1.8515 -3.1046
C17 -1.7700 -1.0382 -3.9848
Te1 -1.2668 1.0575 -4.1632
C18 -1.7702 1.6712 -2.1419
C19 -2.7335 1.0048 -1.3818
C20 -3.1043 1.4970 -0.1423
C21 -2.5389 2.6668 0.3492
C22 -1.6045 3.3514 -0.4118
C23 -1.2273 2.8691 -1.6570
C24 -1.8835 -3.0936 -0.8453
C25 -3.1869 -3.1198 -1.3305
C26 -3.8664 -4.3240 -1.4381
C27 -3.2432 -5.5070 -1.0700
C28 -1.9464 -5.4822 -0.5758
C29 -1.2698 -4.2782 -0.4551
H1 -2.6693 -1.5007 4.9213
H2 -2.4249 -3.0622 4.1376
H3 -3.7710 -2.0419 3.6502
H4 -0.9435 -0.0045 4.2954
H5 2.2249 2.6606 4.4885
H6 1.5866 4.1021 6.4016
H7 -0.8037 4.5530 6.8553
H8 -2.5360 3.6287 5.3554
H9 -1.8903 2.2233 3.4382
H10 -2.5999 -2.5507 1.3551
H11 -1.2351 -2.8640 -3.0408
H12 0.1479 -1.9082 -3.5786
H13 -2.7999 -1.0903 -3.6341
H14 -1.7388 -1.4231 -5.0036
H15 -3.2137 0.1139 -1.7645
H16 -3.8491 0.9666 0.4374
H17 -2.8503 3.0601 1.3080
H18 -1.1628 4.2668 -0.0397
H19 -0.5516 3.4485 -2.2741
H20 -3.6761 -2.1916 -1.6046
H21 -4.8828 -4.3339 -1.8089
H22 -3.7688 -6.4475 -1.1676
H23 -1.4623 -6.4020 -0.2754
H24 -0.2634 -4.2539 -0.0544
C30 4.6555 -2.3672 0.2260
C31 4.1390 -1.9465 -1.1184
C32 4.7195 -2.3559 -2.3113
C33 4.1725 -1.9561 -3.5199
C34 3.0438 -1.1605 -3.4930
Br1 2.2713 -0.6036 -5.1341
N2 2.4718 -0.7499 -2.3699
C35 3.0195 -1.1263 -1.2102
H25 5.5552 -2.9714 0.1282
H26 3.8996 -2.9532 0.7504
H27 4.8839 -1.4993 0.8451
H28 5.6011 -2.9846 -2.3068
H29 4.6073 -2.2524 -4.4633
H30 2.5371 -0.7512 -0.3147
C36 3.3454 4.4633 -1.8728
C37 2.9786 3.9820 -3.1231
C38 2.2122 2.8362 -3.1975
N3 1.8233 2.1787 -2.1029
C39 2.1835 2.6250 -0.8925
C40 2.9413 3.7729 -0.7408
H31 3.9416 5.3623 -1.7902
H32 3.2791 4.4955 -4.0250
H33 1.9060 2.4217 -4.1495
H34 1.8658 2.0414 -0.0341
H35 3.1984 4.1110 0.2527

Output
relative energy (zero: lowest compared OMol25 entry of this formula, charge and spin) = 0.0000 eV
net charge = +1
LUMO level (alpha / beta) = -0.114 / -0.113 hartree
E = -4821.15628 Ha
M = 992.32 g mol⁻¹
orbital gap (alpha / beta) = 6.5 / 6.4 eV